Formula: C23H42N7O6PS2
Source: OMol25
Level of theory: ωB97M-V/def2-TZVPD

CARTESIAN COORDINATES (ANGSTROEM)
C1 -2.57 0.30 2.05
C2 -1.64 0.10 0.83
C3 -0.99 1.43 0.39
C4 -0.66 1.39 -1.12
C5 0.75 1.98 -1.39
C6 1.42 1.30 -2.56
C7 0.90 1.52 -3.81
C8 1.51 0.89 -4.92
N1 1.11 1.00 -6.21
S1 2.11 0.10 -7.06
N2 3.07 -0.50 -5.92
C9 2.61 0.02 -4.78
C10 3.11 -0.18 -3.47
O1 4.20 -1.04 -3.34
N3 3.68 -2.36 -2.93
O2 4.07 -3.19 -3.63
C11 2.57 0.44 -2.38
P1 3.29 0.18 -0.74
S2 2.44 -1.15 0.40
H1 -2.28 -0.37 2.86
H2 -2.46 1.32 2.42
H3 -3.61 0.15 1.77
H4 -0.82 -0.58 1.07
H5 -2.18 -0.33 -0.01
H6 -0.09 1.53 0.99
H7 -1.64 2.27 0.61
H8 -1.35 2.02 -1.67
H9 -0.70 0.36 -1.48
H10 1.37 1.91 -0.51
H11 0.63 3.03 -1.65
H12 0.05 2.17 -3.93
H13 3.26 1.45 -0.14
H14 4.64 -0.09 -1.00
C12 2.69 2.19 2.71
O3 1.79 1.95 1.93
N4 2.71 1.78 3.98
C13 3.80 2.07 4.89
C14 1.57 1.00 4.46
H15 3.59 2.76 2.42
H16 4.25 1.14 5.25
H17 3.43 2.64 5.74
H18 4.56 2.66 4.38
H19 1.47 0.09 3.86
H20 0.66 1.59 4.35
H21 1.71 0.73 5.50
C15 -0.37 -6.36 -1.69
O4 -0.70 -6.55 -0.54
N5 0.54 -5.45 -2.10
C16 0.89 -5.27 -3.49
C17 1.19 -4.62 -1.09
H22 -0.80 -6.93 -2.53
H23 1.95 -5.46 -3.64
H24 0.67 -4.25 -3.81
H25 0.32 -5.96 -4.11
H26 1.72 -5.24 -0.38
H27 0.44 -4.04 -0.55
H28 1.89 -3.94 -1.57
C18 -1.90 4.69 -3.27
O5 -1.73 3.49 -3.40
N6 -3.09 5.28 -3.08
C19 -3.23 6.71 -2.92
C20 -4.28 4.44 -3.04
H29 -1.06 5.40 -3.28
H30 -3.68 6.94 -1.95
H31 -3.87 7.12 -3.71
H32 -2.25 7.19 -2.98
H33 -4.20 3.71 -2.23
H34 -4.38 3.89 -3.98
H35 -5.16 5.06 -2.89
C21 -1.35 -1.92 5.30
O6 -0.22 -1.93 4.87
N7 -2.17 -2.99 5.34
C22 -3.52 -2.92 5.86
C23 -1.67 -4.26 4.83
H36 -1.82 -1.01 5.70
H37 -3.63 -3.60 6.71
H38 -4.23 -3.20 5.09
H39 -3.73 -1.91 6.20
H40 -0.78 -4.56 5.39
H41 -1.39 -4.16 3.78
H42 -2.44 -5.02 4.93

The LUMO energy comes out at -0.69 eV. The HOMO energy is -8.25 eV. The calculation puts the HOMO-LUMO gap at 7.555 eV.

Results of the Mulliken charge analysis, in e, for atoms 1 through 6: C -0.972; C -0.524; C 0.146; C -0.624; C 0.066; C 0.420